(1)
The following is a quantum chemistry calculation of C3H2Cl2N2O2 in the gas phase in a non-equilibrium geometry, from the Open Molecules 2025 dataset.

Computed properties:
* HOMO: -11.684 eV
* SMILES: N#CC(Cl)(Cl)C[N+](=O)[O-]
* charge: 0
* DFT total energy: -35259.37836 eV
* orbital gap: 11.19 eV

The geometry in XYZ format:
```
11
C3H2Cl2N2O2 | the Open Molecules 2025 dataset | ωB97M-V/def2-TZVPD
N 2.65837 1.51464 -1.89321
C 2.19966 0.93818 -1.01012
C 1.67405 0.26523 0.19981
Cl 2.38657 0.92450 1.65722
Cl 2.15423 -1.48732 0.07530
C 0.10823 0.24351 0.07038
N -0.45053 1.59401 -0.21663
O -0.97612 2.20390 0.69471
O -0.43387 1.98229 -1.33877
H -0.42154 -0.14110 0.98385
H 0.06555 -0.25626 -0.90316
```

Atomic partial charges in e from the Mulliken method, atoms 1 to 5:
1. N -0.339
2. C -0.064
3. C 0.772
4. Cl -0.101
5. Cl -0.117

=====

(2)
The following is a quantum chemistry calculation of C3H2Cl2O in the gas phase in a non-equilibrium geometry, from the Open Molecules 2025 dataset.

Computed properties:
* HOMO (alpha / beta): -8.625 / -8.366 eV
* SMILES: ClC1(Cl)C=CO1
* charge: 0
* DFT total energy: -30230.80994 eV
* orbital gap (alpha / beta): 8.56 / 8.01 eV

The geometry in XYZ format:
```
8
C3H2Cl2O | the Open Molecules 2025 dataset | ωB97M-V/def2-TZVPD
Cl 0.81577 2.87936 0.05891
C -0.44083 1.73419 0.45762
Cl -1.68499 2.55883 1.31544
C 0.07515 0.40947 0.86286
C -0.49979 0.02843 -0.69265
O -0.86973 1.28818 -0.83719
H 0.32361 0.10660 1.98714
H -0.83483 -0.74445 -1.30110
```

Atomic partial charges in e from the Mulliken method, atoms 1 to 5:
1. Cl -0.171
2. C 0.659
3. Cl -0.136
4. C -0.595
5. C -0.122

=====

(3)
The following is a quantum chemistry calculation of C3H2Cl2O in the gas phase in a non-equilibrium geometry, from the Open Molecules 2025 dataset.

Computed properties:
* HOMO (alpha / beta): -10.141 / -10.140 eV
* charge: 0
* DFT total energy: -30231.00918 eV
* orbital gap (alpha / beta): 7.98 / 7.98 eV

The geometry in XYZ format:
```
8
C3H2Cl2O | the Open Molecules 2025 dataset | ωB97M-V/def2-TZVPD
C 0.44361 -0.64579 0.15644
C -0.58695 -1.00569 0.85198
C -0.02212 0.66055 -0.45320
O -1.29210 0.82029 -0.16846
Cl 0.30900 0.75809 -2.22111
Cl 1.08766 1.91142 0.31882
H 1.42603 -1.08347 0.06774
H -1.36514 -1.41541 1.44779
```

Atomic partial charges in e from the Mulliken method, atoms 1 to 5:
1. C -0.595
2. C 0.085
3. C 0.678
4. O -0.592
5. Cl -0.191

=====

(4)
The following is a quantum chemistry calculation of a 2-piece molecular cluster, C3H2Cl2O overall in a non-equilibrium geometry, from the Open Molecules 2025 dataset.

Computed properties:
* HOMO: -9.568 eV
* SMILES: ClC#CCl.C=O
* charge: 0
* DFT total energy: -30231.73671 eV
* orbital gap: 10.04 eV

The geometry in XYZ format:
```
8
C3H2Cl2O | the Open Molecules 2025 dataset | ωB97M-V/def2-TZVPD
Cl 3.47438 -2.12614 0.17976
C 3.49554 -0.51250 0.20607
C 3.08633 0.64057 -0.02149
Cl 3.12790 2.25315 -0.02074
C -0.31070 -0.39885 -0.30566
O 0.07330 -0.77132 -1.37280
H 0.35352 0.10773 0.29109
H -1.30871 -0.61323 -0.05860
```

Atomic partial charges in e from the Mulliken method, atoms 1 to 5:
1. Cl -0.117
2. C 0.154
3. C 0.108
4. Cl -0.139
5. C -0.092

=====

(5)
The following is a quantum chemistry calculation of C3H2ClF3O as an isolated structure in a non-equilibrium geometry, from the Open Molecules 2025 dataset.

Computed properties:
* HOMO: -11.709 eV
* charge: 0
* DFT total energy: -25864.69192 eV
* orbital gap: 12.48 eV

The geometry in XYZ format:
```
10
C3H2ClF3O | the Open Molecules 2025 dataset | ωB97M-V/def2-TZVPD
C -1.14584 0.08631 -0.11148
C 0.24626 0.61171 0.42983
C 0.71355 -0.72174 -0.15713
O -0.52113 -1.12110 -0.59530
F 0.35087 0.83126 1.73814
F 1.62097 -0.69453 -1.18718
F 1.20823 -1.65667 0.67852
Cl 0.73321 2.02706 -0.46001
H -1.93625 -0.15590 0.56589
H -1.26986 0.79360 -0.90127
```

Atomic partial charges in e from the Mulliken method, atoms 1 to 5:
1. C -0.674
2. C 0.644
3. C 0.717
4. O -0.370
5. F -0.241

=====

(6)
The following is a quantum chemistry calculation of C3H2ClFN2O in the gas phase in a non-equilibrium geometry, from the Open Molecules 2025 dataset.

Computed properties:
* HOMO: -8.388 eV
* SMILES: Nc1nc(F)c(Cl)o1
* charge: 0
* DFT total energy: -23409.36563 eV
* orbital gap: 8.87 eV

The geometry in XYZ format:
```
10
C3H2ClFN2O | the Open Molecules 2025 dataset | ωB97M-V/def2-TZVPD
N 1.90146 -0.56309 0.21277
C 0.67754 -0.11690 -0.03111
N 0.39652 1.17577 -0.03207
C -0.98383 1.11905 -0.08316
F -1.85078 2.16136 0.09413
C -1.42505 -0.19884 -0.06616
Cl -3.07385 -0.80923 0.05735
O -0.30034 -0.97762 -0.14558
H 2.61909 -0.04325 -0.33306
H 2.03923 -1.74725 0.32689
```

Atomic partial charges in e from the Mulliken method, atoms 1 to 5:
1. N -0.499
2. C 0.607
3. N -0.565
4. C 0.370
5. F -0.237

=====

(7)
The following is a quantum chemistry calculation of C3H2ClFN2O in the gas phase in a non-equilibrium geometry, from the Open Molecules 2025 dataset.

Computed properties:
* HOMO: -8.517 eV
* SMILES: Nc1nc(F)c(Cl)o1
* charge: 0
* DFT total energy: -23410.41230 eV
* orbital gap: 9.16 eV

The geometry in XYZ format:
```
10
C3H2ClFN2O | the Open Molecules 2025 dataset | ωB97M-V/def2-TZVPD
N -2.77713 -0.73726 -0.11668
C -1.56758 -0.16762 0.00271
N -1.24135 1.08326 0.09598
C 0.13515 1.04191 -0.01040
F 0.85506 2.16926 -0.03414
C 0.60654 -0.21530 -0.07134
Cl 2.09211 -0.92101 0.02566
O -0.49881 -1.04162 -0.00900
H -3.46749 -0.21217 0.39908
H -2.71866 -1.69694 0.16283
```

Atomic partial charges in e from the Mulliken method, atoms 1 to 5:
1. N -0.454
2. C 0.574
3. N -0.565
4. C 0.265
5. F -0.244

=====

(8)
The following is a quantum chemistry calculation of C3H2ClFOS in the gas phase in a non-equilibrium geometry, from the Open Molecules 2025 dataset.

Computed properties:
* HOMO: -9.412 eV
* SMILES: O=CS/C=C(\F)Cl
* charge: 0
* DFT total energy: -31263.42023 eV
* orbital gap: 9.05 eV

The geometry in XYZ format:
```
9
C3H2ClFOS | the Open Molecules 2025 dataset | ωB97M-V/def2-TZVPD
O 3.26643 -0.37352 -0.29186
C 2.00917 -0.33554 -0.31309
S 0.97980 1.10297 0.13043
C -0.42289 0.11072 0.55567
C -1.68457 0.45926 0.00530
F -2.10634 1.76774 -0.37370
Cl -3.10378 -0.52370 -0.10731
H 1.24901 -1.30365 -0.24950
H -0.18683 -0.90428 0.64406
```

Atomic partial charges in e from the Mulliken method, atoms 1 to 5:
1. O -0.436
2. C 0.246
3. S -0.008
4. C -0.474
5. C 0.438

=====

(9)
The following is a quantum chemistry calculation of C3H2ClFS in the gas phase in a non-equilibrium geometry, from the Open Molecules 2025 dataset.

Computed properties:
* HOMO: -9.168 eV
* SMILES: F/C=C(\Cl)C=S
* charge: 0
* DFT total energy: -29215.33910 eV
* orbital gap: 7.80 eV

The geometry in XYZ format:
```
8
C3H2ClFS | the Open Molecules 2025 dataset | ωB97M-V/def2-TZVPD
F 2.77376 -0.44514 -0.24079
C 1.51935 -0.98441 -0.02701
C 0.32266 -0.34710 0.08187
Cl 0.49246 1.37578 0.12083
C -1.02127 -0.95087 0.32154
S -2.39049 -0.08820 -0.19909
H 1.33832 -2.13285 0.31511
H -1.35052 -2.14371 0.72491
```

Atomic partial charges in e from the Mulliken method, atoms 1 to 5:
1. F -0.200
2. C -0.003
3. C 0.386
4. Cl -0.164
5. C -0.341

=====

(10)
The following is a quantum chemistry calculation of C3H2ClIO in the gas phase in a non-equilibrium geometry, from the Open Molecules 2025 dataset.

Computed properties:
* HOMO: -9.373 eV
* SMILES: Cl/C=C1/O[C@H]1I
* charge: 0
* DFT total energy: -25810.87769 eV
* orbital gap: 9.55 eV

The geometry in XYZ format:
```
8
C3H2ClIO | the Open Molecules 2025 dataset | ωB97M-V/def2-TZVPD
Cl -0.44898 -2.17857 0.22030
C -0.35589 -0.55055 0.72968
C 0.37495 0.38196 0.18193
O 1.07039 1.49564 0.33948
C 1.53073 0.47418 -0.55254
I 3.26714 -0.42334 0.20829
H -0.85163 -0.27325 1.65123
H 1.53697 0.93494 -1.56599
```

Atomic partial charges in e from the Mulliken method, atoms 1 to 5:
1. Cl -0.140
2. C -0.434
3. C 0.319
4. O -0.387
5. C -0.155

=====

For each record above, in turn, the calculated M values are 169.0, 125.0, 125.0, 125.0, 146.5, 136.5, 136.5, 140.6, 124.6, 216.4 g/mol.
For each record above, in turn, the calculated energy above the lowest of the compared OMol25 structures with the same formula, charge and spin values are 0.0, 432.7, 413.5, 343.3, 45.5, 101.0, 0.0, 160.8, 175.4, 208.7 kJ/mol.